Entry 1:
122
Properties=species:S:1:pos:R:3:mulliken_charge:R:1 method="wB97M-V/def2-TZVPD" total_energy_ev=-73211.118 de_lowest_kj_mol=0.0 e_homo_ev=-5.1 charge=-1 multiplicity=1
C -5.3222 -2.2463 -2.3387 -0.740
C -5.2698 -3.7675 -2.1190 -0.114
O -3.9961 -4.3316 -2.3756 -0.479
C -3.0159 -4.0076 -1.3961 -0.094
C -1.8018 -3.3109 -2.0364 -0.134
O -1.2744 -2.2309 -1.2955 -0.359
C -0.8987 -2.5278 0.0413 -0.376
C -1.6957 -1.6999 1.0360 -0.706
O -1.7060 -0.3216 0.6606 0.185
C -2.9494 0.0445 0.0809 0.403
C -2.7822 1.2561 -0.7690 0.130
C -1.6864 2.0132 -0.8038 0.106
C -1.6084 3.1961 -1.6984 -0.137
O -0.7618 4.0466 -1.4981 -0.598
C -2.6085 3.2756 -2.8176 0.817
C -2.4071 4.2655 -3.9720 0.153
O -2.2065 3.7431 -5.0867 -0.787
O -2.5135 5.4608 -3.6424 -0.693
C -3.7084 2.5021 -2.7693 -0.773
C -3.9583 1.6160 -1.6240 0.216
O -5.0667 1.1757 -1.3520 -0.651
H -5.1976 -1.7023 -1.3982 0.232
H -6.2818 -1.9354 -2.7614 0.495
H -4.5299 -1.9340 -3.0265 0.161
H -5.5673 -3.9898 -1.0815 -0.120
H -5.9738 -4.2719 -2.7874 0.389
H -3.4354 -3.3914 -0.5925 0.135
H -2.6985 -4.9579 -0.9425 0.315
H -2.1189 -2.9014 -2.9991 0.075
H -1.0196 -4.0597 -2.2417 0.125
H 0.1606 -2.2659 0.1653 0.151
H -0.9783 -3.5927 0.2874 0.408
H -1.2266 -1.7644 2.0231 0.245
H -2.7164 -2.0821 1.1526 0.273
H -3.3208 -0.7614 -0.5654 -0.764
H -3.7132 0.2050 0.8570 0.317
H -0.8413 1.7840 -0.1583 0.572
H -4.4608 2.5207 -3.5553 0.454
C 0.6169 4.1284 1.6267 -0.617
O -0.1459 2.9995 2.1005 -0.287
H 1.6433 3.8065 1.4733 0.110
H 0.2060 4.4904 0.6828 0.295
H 0.6078 4.9366 2.3622 0.356
H -1.0552 3.2888 2.2263 0.195
C 4.5087 5.1893 1.0945 -0.496
O 4.2026 4.4163 2.2524 -0.401
H 3.6670 5.1252 0.4093 0.228
H 4.6792 6.2386 1.3474 0.299
H 5.4036 4.7954 0.6058 0.154
H 4.9539 4.4740 2.8537 0.243
C -3.5218 -4.2136 3.7520 -0.616
O -2.4433 -3.3058 3.5507 -0.343
H -3.7797 -4.6344 2.7845 0.142
H -3.2384 -5.0295 4.4240 0.304
H -4.3973 -3.7025 4.1537 0.318
H -2.2043 -2.9150 4.3965 0.205
C -2.4401 -2.4573 -6.2035 -0.703
O -3.1230 -2.7515 -4.9935 -0.356
H -1.8254 -1.5805 -6.0156 0.254
H -1.7926 -3.2846 -6.5109 0.273
H -3.1363 -2.2249 -7.0136 0.266
H -3.6823 -3.5229 -5.1236 0.223
C 6.9757 2.4017 0.0399 -0.523
O 6.5250 1.4836 1.0501 -0.645
H 7.7308 1.8983 -0.5529 0.192
H 6.1425 2.6698 -0.6116 0.254
H 7.3942 3.3049 0.4913 0.357
H 5.8251 1.9248 1.5500 0.305
C 4.3004 -1.5624 0.1515 -0.115
O 4.4849 -0.3397 -0.5413 -0.506
H 3.9369 -2.2900 -0.5714 0.137
H 5.2388 -1.9285 0.5803 0.341
H 3.5587 -1.4677 0.9493 -0.117
H 4.8107 0.3113 0.0907 0.268
C 8.5384 0.7532 -3.8646 -0.582
O 7.7866 0.8445 -2.6635 -0.397
H 9.3968 1.4125 -3.7557 0.219
H 8.8989 -0.2644 -4.0388 0.251
H 7.9554 1.0783 -4.7301 0.261
H 7.0178 0.2692 -2.7394 0.262
C 8.6333 3.1600 3.9348 -0.677
O 7.4329 3.4343 3.2287 -0.416
H 8.7870 3.9757 4.6381 0.216
H 8.5653 2.2234 4.4941 0.276
H 9.4930 3.1124 3.2609 0.256
H 7.2860 2.7163 2.6006 0.396
C 1.7293 3.5875 5.5837 -0.390
O 0.4699 3.9158 5.0195 -0.556
H 1.9526 4.3405 6.3374 0.275
H 1.7148 2.6044 6.0649 0.236
H 2.5204 3.6006 4.8280 0.053
H 0.2741 3.2544 4.3450 0.270
C -4.0132 3.4639 -8.0796 -0.571
O -4.3471 2.7605 -6.9016 -0.483
H -4.8179 3.3025 -8.7984 0.230
H -3.9166 4.5376 -7.8932 0.247
H -3.0768 3.1021 -8.5179 0.237
H -3.6276 2.9175 -6.2755 0.374
C -2.1115 0.9432 3.7849 -0.117
O -2.2316 -0.0727 4.7918 -0.495
H -1.9071 0.4615 2.8338 -0.067
H -3.0402 1.5137 3.6977 0.419
H -1.2866 1.6154 4.0237 0.111
H -2.4037 0.3657 5.6304 0.281
C 1.1674 -0.0579 2.6235 1.094
O 0.9342 -1.0337 3.6412 -0.594
H 2.0043 -0.3996 2.0178 -0.501
H 0.2906 0.0614 1.9893 -0.398
H 1.4197 0.9084 3.0695 0.077
H 0.1850 -0.7256 4.1682 0.317
C -7.1249 -5.3927 2.3137 -0.198
O -6.2684 -5.4062 3.4497 -0.460
H -6.5709 -4.9235 1.5038 -0.130
H -7.4036 -6.4043 2.0070 0.268
H -8.0309 -4.8105 2.4993 0.274
H -6.7421 -5.8174 4.1783 0.267
C 2.7980 -4.5894 0.1387 -0.573
O 1.4880 -4.5538 -0.4071 -0.360
H 2.8789 -3.7462 0.8214 0.106
H 2.9784 -5.5109 0.6997 0.332
H 3.5621 -4.4877 -0.6375 0.293
H 1.3924 -5.2921 -1.0158 0.241

Entry 2:
127
Properties=species:S:1:pos:R:3:mulliken_spin:R:1 method="wB97M-V/def2-TZVPD" total_energy_ev=-69566.856 e_homo_ev="-15.2 / -15.1" charge=+3 multiplicity=2
Li -0.7120 -0.2809 -2.5464 0.000
Li 1.9414 0.5509 -2.5085 0.000
Li -0.9370 2.7133 -2.0146 0.000
Li -0.9027 -4.0665 -1.2367 0.000
O 0.4739 0.9574 -1.0415 0.001
C -0.1532 0.3403 0.1157 -0.003
C -0.3168 -1.2283 0.2293 -0.002
O -0.7911 -1.9137 -1.0007 0.000
H -1.1799 0.6710 -0.0410 0.002
H 0.1855 0.8120 1.0381 0.001
H -1.0712 -1.4067 0.9956 0.000
H 0.6182 -1.6898 0.5467 0.000
C 2.8341 3.8430 0.5080 -0.002
O 3.8411 4.3672 0.9761 0.033
N 2.7985 2.6998 -0.0290 -0.005
N 1.7283 4.4533 0.5693 0.035
H 3.6370 2.1675 -0.2123 0.000
H 1.9145 2.2261 -0.1492 0.000
H 1.9306 5.3626 0.9595 -0.002
H 0.8794 3.9348 0.3942 0.000
C 0.1695 2.0104 3.3706 -0.016
O 0.6554 3.0636 2.9788 0.454
N -1.0567 1.6267 3.0655 0.007
N 0.8417 1.3070 4.1977 0.103
H -1.5026 2.2755 2.4327 0.005
H -1.3368 0.6659 3.2014 0.000
H 1.7650 1.5694 4.5120 0.000
H 0.4345 0.5406 4.7143 0.014
C 5.5729 -1.1085 1.7617 0.000
O 5.0803 -1.3799 0.4248 0.000
C 3.7852 -1.1686 0.2168 0.000
C 3.3278 -1.6723 -1.1234 0.000
N 3.5164 -0.7807 -2.2526 0.000
C 4.7680 -0.0079 -2.3470 0.000
C 4.6007 0.8793 -3.5678 0.000
O 3.5222 1.8078 -3.2630 0.000
C 3.3276 2.6109 -4.3571 0.000
H 5.3207 -0.1301 2.1707 0.000
H 6.6588 -1.0678 1.6753 0.000
H 5.1653 -1.8251 2.4747 0.000
H 3.4989 -0.1301 0.3830 0.000
H 3.2510 -1.8250 0.9037 0.000
H 2.2606 -1.8873 -1.0704 0.000
H 3.6924 -2.6824 -1.3101 0.000
H 3.6504 -1.4348 -3.0104 0.000
H 5.6534 -0.6148 -2.5362 0.000
H 4.9435 0.6006 -1.4599 0.000
H 4.2992 0.2330 -4.3921 0.000
H 5.5493 1.3723 -3.7803 0.000
H 4.1903 3.2346 -4.5912 0.000
H 2.5476 3.3424 -4.1458 0.000
H 2.9276 2.1313 -5.2505 0.000
C 2.7104 -1.5861 3.9911 0.000
O 2.5173 -2.1298 5.3155 0.015
C 2.0214 -1.1219 6.2493 0.003
C 0.4957 -1.1582 6.4984 -0.010
N -0.3247 -1.0181 5.2490 0.304
C -1.7509 -0.9674 5.4375 -0.004
C -2.3118 -1.3481 4.0480 0.006
O -3.1572 -0.3612 3.5919 0.006
C -4.0363 -0.6076 2.4992 0.001
H 2.9746 -2.4716 3.4129 0.000
H 3.5351 -0.8736 3.9734 0.001
H 1.8088 -1.1196 3.5940 -0.004
H 2.3317 -0.1131 5.9771 0.003
H 2.6355 -1.3905 7.1088 -0.001
H 0.2710 -0.2837 7.1091 0.002
H 0.2013 -2.0072 7.1154 0.029
H 0.0385 -1.8465 4.7996 -0.011
H -1.8772 0.0559 5.7909 0.014
H -2.1188 -1.6240 6.2259 0.025
H -2.9828 -2.1986 4.1687 0.003
H -1.6051 -1.4804 3.2288 -0.005
H -4.6545 0.2894 2.4613 0.000
H -4.5480 -1.5627 2.6175 0.000
H -3.5891 -0.4744 1.5141 -0.001
C 0.1231 5.5993 -3.3941 0.000
O -0.6106 4.6747 -2.5889 0.000
C -1.6803 5.3639 -1.9106 0.000
C -2.7886 4.4886 -1.3594 0.000
N -2.3573 3.3868 -0.4810 -0.001
C -3.4919 2.4818 -0.3911 0.001
C -4.5375 3.0472 0.5048 0.000
O -4.0221 3.4833 1.7704 0.000
C -5.1247 3.7304 2.6856 0.000
H -0.6089 6.0951 -4.0316 0.000
H 0.5912 5.0483 -4.2098 0.000
H 0.8950 6.2200 -2.9391 0.000
H -2.1156 6.1041 -2.5819 0.000
H -1.1409 5.7656 -1.0528 0.000
H -3.2096 4.1245 -2.2966 0.000
H -3.5273 5.1228 -0.8693 0.000
H -2.2136 3.7792 0.4385 0.000
H -3.1438 1.5102 -0.0405 0.000
H -3.8374 2.2694 -1.4029 0.000
H -5.2830 2.2816 0.7200 0.000
H -4.9513 3.9463 0.0483 0.000
H -4.7929 4.3153 3.5435 0.000
H -5.3735 2.7060 2.9629 0.000
H -5.9950 4.2633 2.3024 0.000
C -5.0228 -3.7476 -4.9568 0.000
O -3.6293 -4.0126 -4.9219 0.000
C -2.9321 -3.0616 -4.1939 0.000
C -1.4414 -3.2178 -4.2450 0.000
N -0.9638 -4.4173 -3.4186 0.000
C 0.4648 -4.3666 -3.4449 0.000
C 1.1145 -5.4297 -2.4610 0.000
O 0.7740 -5.2028 -1.1089 0.000
C 1.0699 -6.2999 -0.1989 0.000
H -5.5608 -3.8202 -4.0116 0.000
H -5.4133 -4.4763 -5.6671 0.000
H -5.3111 -2.7787 -5.3644 0.000
H -3.2212 -3.0775 -3.1431 0.000
H -3.1556 -2.0394 -4.4992 0.000
H -0.9970 -2.3205 -3.8143 0.000
H -1.1377 -3.3883 -5.2779 0.000
H -1.2753 -5.1747 -4.0098 0.000
H 1.0662 -3.4585 -3.4025 0.000
H 0.8073 -4.7643 -4.4002 0.000
H 2.1956 -5.3083 -2.5278 0.000
H 0.8798 -6.4633 -2.7156 0.000
H 2.0712 -6.6658 -0.4259 0.000
H 0.5366 -7.2176 -0.4470 0.000
H 1.0844 -5.9121 0.8197 0.000
O -3.4424 -0.7072 -1.6821 0.000
H -3.0550 0.0674 -2.0895 0.000
H -2.6928 -1.2167 -1.3742 0.000